# C22H52BBrN3O9

A 3-piece molecular cluster, C22H52BBrN3O9 overall (ωB97M-V/def2-TZVPD, OMol25).

- LUMO energy: -0.0985 Ha
- HOMO-LUMO gap: 7.5859 eV
- Total charge: +1
- Largest force on an atom: 0.0207 Eh/bohr

Geometry (Å):
Br1 -2.41573 -1.39270 -1.41731
O1 -6.90603 0.22385 -6.89431
O2 0.08530 1.18684 0.49019
O3 -5.03704 3.20028 -3.88005
O4 1.69481 2.93072 2.44621
O5 4.04826 -1.38169 4.93356
O6 6.88501 -4.38853 7.02587
O7 -2.32258 2.11762 -1.95046
O8 -0.05913 -1.54216 0.13660
O9 -2.99338 1.56160 0.32003
N1 6.04002 -3.78178 4.22864
N2 -5.74032 0.08985 -4.15194
N3 -0.00057 0.60146 -1.81790
C1 4.38640 -1.82566 6.23754
C2 -2.32347 3.54423 -2.22804
C3 -5.44046 3.13783 -5.23909
C4 -5.74066 -0.24351 -7.53645
C5 5.42564 -2.76076 3.39662
C6 2.13325 0.53793 2.92740
C7 -7.15571 0.04395 -4.48548
C8 1.74317 2.87163 1.04553
C9 -1.14210 3.92278 -3.09108
C10 -5.77650 2.38080 -2.98701
C11 6.01359 -5.48991 7.16739
C12 1.07850 -1.36210 -0.69784
C13 -5.39236 0.90426 -2.99802
C14 5.11331 -1.39463 4.00053
C15 -0.76256 0.70466 -0.49023
C16 0.36773 2.59355 0.46905
C17 -1.13179 -0.71734 -0.06332
C18 2.51648 1.99172 3.14497
C19 0.77361 -0.67917 -2.01894
C20 7.30737 -3.41629 4.84031
C21 -7.38993 -0.59271 -5.83731
C22 7.73176 -4.42320 5.88676
B1 -2.12023 1.56352 -0.72604
H1 8.07817 -3.38015 4.06308
H2 -5.14398 4.07561 -5.70675
H3 5.63212 -5.46895 8.18650
H4 6.00029 -0.92102 4.43849
H5 1.84254 -0.82216 -0.13415
H6 -2.33930 4.10681 -1.28966
H7 -7.67912 -0.54877 -3.72821
H8 -5.21583 0.40092 -4.95804
H9 -1.69569 -0.66424 0.86182
H10 -6.52363 3.02698 -5.32875
H11 -3.29295 2.42215 0.64589
H12 -6.93653 -1.58799 -5.88429
H13 4.79041 -0.75240 3.17548
H14 0.16376 -1.31868 -2.65000
H15 7.28500 -2.43035 5.32449
H16 5.16109 -5.44820 6.47860
H17 4.32216 -2.91195 6.33416
H18 -6.84966 2.53491 -3.14487
H19 3.66711 -1.38206 6.92429
H20 2.08175 3.83787 0.65191
H21 2.45025 2.11247 0.68923
H22 7.76545 -5.43262 5.46456
H23 5.39170 -1.50307 6.52091
H24 -5.83747 0.44396 -2.10818
H25 3.56970 2.16027 2.88525
H26 -5.64066 0.31233 -8.46690
H27 6.07379 -2.59440 2.52770
H28 -4.95544 2.31904 -5.77684
H29 -4.30819 0.84964 -2.87035
H30 -1.23835 3.47388 -4.08040
H31 -5.81342 -1.30970 -7.77075
H32 0.30176 2.99375 -0.55286
H33 -0.69619 0.71029 -2.56406
H34 1.05052 0.41349 2.94074
H35 -1.10434 5.00612 -3.20792
H36 6.53810 -6.43663 7.00791
H37 -7.62596 1.03628 -4.50526
H38 -0.18724 3.60018 -2.66551
H39 -4.83377 -0.08372 -6.93916
H40 0.62266 1.40392 -1.90165
H41 1.69738 -0.44955 -2.54618
H42 -0.37392 3.10845 1.08890
H43 2.40457 2.25632 4.19486
H44 -8.46706 -0.70469 -5.98068
H45 4.48611 -3.17096 3.01589
H46 1.47129 -2.35138 -0.93319
H47 2.59599 -0.07824 3.69950
H48 5.39020 -4.07196 4.94611
H49 -5.55049 2.76323 -1.98715
H50 2.49792 0.16697 1.96530
H51 8.73845 -4.16321 6.22287
H52 -3.25470 3.73425 -2.75902

Löwdin atomic charge list, values in e, 2 entries:
1. Br 0.89
2. O -0.19


# C22H52Cl2GaP2

C22H52Cl2GaP2 as an isolated structure (ωB97M-V/def2-TZVPD, OMol25).

- LUMO energy: 0.1049 Ha
- HOMO-LUMO gap: 4.4373 eV
- Total charge: -1
- Largest force on an atom: 0.0543 Eh/bohr

Geometry (Å):
Ga1 0.41968 -0.15585 -0.16595
Cl1 -0.58467 -1.82525 -1.32650
Cl2 0.83507 1.73985 1.32245
P1 0.44109 1.20221 -2.14332
P2 -0.53266 -1.51513 1.83999
C1 1.76024 -3.08261 1.11523
C2 -2.34294 -2.03154 1.68043
C3 -0.74740 0.74016 -3.51721
C4 1.27324 -0.57575 3.75074
C5 1.77574 3.59315 -1.37749
C6 -1.12670 0.15747 4.05364
C7 2.06639 0.49164 -2.72595
C8 3.22126 0.57230 -1.70628
C9 -2.20218 0.54150 -3.07800
C10 2.49320 1.04473 -4.09209
C11 -2.83073 -3.04249 2.71452
C12 -2.48218 3.29993 1.47667
C13 0.39172 -3.96499 3.02248
C14 -2.16168 1.37409 -0.01805
C15 0.56670 3.06370 -2.14751
C16 0.34670 -3.17177 1.71461
C17 -0.20383 -0.97563 3.60522
C18 -3.96531 2.93633 -0.55088
C19 -3.34221 -0.87261 1.66712
C20 -3.11851 2.29205 0.53664
C21 -0.74828 1.75324 -4.65648
C22 -0.71883 3.62108 -1.55927
H1 -3.81577 1.66283 1.16007
H2 -0.27914 -3.72055 0.99510
H3 1.86531 3.10314 -0.39884
H4 -4.03768 -0.88322 2.53753
H5 2.91177 0.73548 -0.66222
H6 -0.62908 4.70453 -1.36148
H7 2.30709 -4.02764 1.27434
H8 2.46579 2.14328 -4.10601
H9 3.91596 1.38572 -1.96384
H10 1.62194 4.66691 -1.18044
H11 -1.58656 3.49220 -2.21902
H12 -2.17407 -0.15629 4.15307
H13 1.40340 0.07514 4.63114
H14 -2.30627 -2.48514 0.67908
H15 1.78359 -0.57034 -2.84156
H16 -0.94877 3.11490 -0.60976
H17 -2.69643 0.59194 -0.56221
H18 0.62770 -5.02121 2.80165
H19 2.71309 3.47662 -1.93549
H20 -1.33449 2.63954 -4.38277
H21 3.76535 -0.38811 -1.72589
H22 1.72089 -2.90273 0.03515
H23 -1.91467 2.79966 2.27694
H24 1.60873 0.00806 2.88255
H25 -2.32629 -0.40698 -2.55268
H26 -2.60274 -2.68583 3.72606
H27 0.65225 3.37640 -3.20005
H28 -2.42249 -4.04753 2.57044
H29 2.34905 -2.28251 1.57880
H30 3.53014 0.73494 -4.29491
H31 -4.77338 3.52387 -0.10054
H32 -2.80430 0.06919 1.71351
H33 -2.89457 0.54170 -3.93920
H34 -3.28480 3.89785 1.93196
H35 1.82911 -0.66031 0.11035
H36 -0.55071 -3.95926 3.57669
H37 1.18079 -3.58690 3.68416
H38 -3.36601 3.60601 -1.16479
H39 0.24856 2.07743 -4.96376
H40 -1.06815 1.01222 3.36495
H41 -2.50708 1.36206 -2.41244
H42 -0.80181 0.51201 5.04868
H43 -1.43243 1.06922 0.75948
H44 -3.95187 -0.89191 0.74942
H45 -1.78425 3.96225 0.97086
H46 -1.24043 1.28987 -5.52893
H47 1.86596 0.66214 -4.90640
H48 -4.40246 2.18509 -1.23115
H49 -3.92887 -3.10308 2.63853
H50 -0.35426 -0.22602 -3.86040
H51 -0.39062 -1.83886 4.26017
H52 1.93499 -1.44412 3.87125

Löwdin atomic charge list, values in e, 2 entries:
1. Ga -0.26
2. Cl 0.21


# C22H53N8O4

A 3-piece molecular cluster, C22H53N8O4 overall (ωB97M-V/def2-TZVPD, OMol25).

- LUMO energy: -0.0873 Ha
- HOMO-LUMO gap: 8.7085 eV
- Total charge: +1
- Largest force on an atom: 0.0087 Eh/bohr

Geometry (Å):
O1 1.75780 3.56868 0.11267
O2 6.66945 2.11991 -2.90711
O3 2.00020 -4.76526 -0.45857
O4 -6.30371 0.99507 -0.99874
N1 -7.78633 0.89863 1.52802
N2 0.52910 3.32734 0.58648
N3 0.85422 -4.51489 2.18257
N4 4.46785 3.92411 -0.54847
N5 -1.38461 3.33518 1.61652
N6 -2.51571 1.64580 0.47895
N7 -0.23542 2.35341 -0.01645
N8 -2.43198 -0.74526 0.26814
C1 -7.11516 2.07940 -0.57117
C2 -8.24368 1.70362 0.39463
C3 5.41886 2.29780 -2.24764
C4 -9.42201 0.99964 -0.26930
C5 -6.83440 0.22347 -2.06383
C6 4.07072 3.06590 0.54997
C7 3.13631 -5.60020 -0.59173
C8 -0.19395 3.89321 1.53907
C9 1.44047 -6.86191 1.89974
C10 -1.41279 2.38127 0.66118
C11 1.76375 0.19421 0.33121
C12 4.20655 -0.37398 2.07313
C13 0.80262 0.22009 -0.85079
C14 3.00952 -1.31740 1.95958
C15 2.78339 3.54186 1.16416
C16 -2.78304 0.51285 -0.38349
C17 0.30959 1.61960 -1.17292
C18 0.79259 -5.42648 -0.12986
C19 2.28435 -1.20955 0.62194
C20 0.60290 -5.70614 1.36560
C21 5.64579 3.45347 -1.26957
C22 4.32105 2.56026 -3.26593
H1 3.90091 0.65529 2.28203
H2 2.48180 -6.56802 2.03536
H3 -5.99344 -0.21831 -2.59845
H4 -0.00073 -4.74572 -0.45239
H5 1.06361 -7.17521 2.87200
H6 -3.84956 0.57234 -0.62044
H7 3.64067 -5.76834 0.36270
H8 6.87852 1.18485 -2.97244
H9 -0.43048 1.64907 -1.97040
H10 4.24756 1.72262 -3.95986
H11 2.31223 -1.16994 2.78948
H12 -6.43515 2.76209 -0.05370
H13 -2.46537 -0.64372 1.27471
H14 6.38181 3.12328 -0.53206
H15 6.10195 4.28609 -1.80893
H16 2.95011 -1.53427 -0.18377
H17 -7.29883 0.08111 1.17397
H18 -9.19577 -0.04711 -0.47446
H19 0.21246 -3.77886 1.90175
H20 2.86487 -6.56919 -1.02098
H21 1.14443 2.22919 -1.51434
H22 2.61369 0.84516 0.08761
H23 -0.02511 -0.46896 -0.69555
H24 4.76391 -0.35877 1.13109
H25 -8.61011 2.65095 0.80240
H26 1.77448 -4.16603 1.92636
H27 4.52224 3.47634 -3.82427
H28 -9.69976 1.48262 -1.20748
H29 3.37643 -2.34402 2.04991
H30 -7.47899 -0.58187 -1.70736
H31 3.34433 2.66575 -2.78138
H32 -3.27287 1.94645 1.07452
H33 -7.51264 2.60969 -1.44559
H34 -3.06225 -1.48970 -0.00105
H35 0.69556 -6.35003 -0.71515
H36 4.89247 -0.68790 2.85939
H37 4.82750 3.11907 1.33963
H38 1.27889 0.58258 1.23677
H39 1.33736 -0.12003 -1.74442
H40 3.97095 2.00093 0.28154
H41 2.44876 2.87021 1.95651
H42 -7.10551 1.41349 2.07660
H43 3.69154 4.02505 -1.19065
H44 5.16787 1.38430 -1.69172
H45 1.43780 -1.90454 0.61209
H46 3.82887 -5.09991 -1.26732
H47 0.17450 4.70258 2.15007
H48 -0.45128 -5.97369 1.49140
H49 1.41068 -7.72018 1.22678
H50 -10.28467 1.01860 0.39415
H51 -2.24745 0.61866 -1.32488
H52 -7.40093 0.85006 -2.75781
H53 2.87789 4.56223 1.54004

Löwdin atomic charge list, values in e, 2 entries:
1. O -0.03
2. O -0.03


# C22H54B3F8MnN8O8

C22H54B3F8MnN8O8 as an isolated structure (ωB97M-V/def2-TZVPD, OMol25).

- Multiplicity: 6
- LUMO energy (alpha / beta): -0.1122 / -0.1122 Ha
- HOMO-LUMO gap (alpha / beta): 5.3116 / 5.3701 eV
- Total charge: +1
- Largest force on an atom: 0.1043 Eh/bohr

Geometry (Å):
Mn1 1.33512 3.16449 -2.60099
F1 0.93864 1.44800 -6.43583
F2 3.36980 0.12917 -1.15103
F3 0.54800 2.19413 -4.33319
F4 -1.08936 1.29113 -5.56037
F5 4.54221 0.36643 -3.01637
F6 2.47206 -0.52614 -3.17961
F7 -0.11690 3.36530 -6.16090
F8 2.81101 1.70681 -2.69094
O1 -2.23353 -4.78371 -0.85480
O2 -0.88066 5.79652 -1.44232
O3 -2.51283 4.82438 -2.16279
O4 0.25135 1.77609 -1.47247
O5 -0.29656 -0.30589 -1.42781
O6 -0.60502 4.25729 -2.82047
O7 -0.26873 0.87476 0.41606
O8 1.54756 2.17406 2.33534
N1 -3.55749 0.30250 1.31882
N2 2.20639 4.25064 4.59454
N3 -0.13666 0.78177 -0.84480
N4 2.55861 -3.31282 0.63259
N5 -0.25657 -3.37888 -3.65313
N6 -1.33318 4.96567 -2.13801
N7 -3.45084 0.65328 -0.85605
N8 0.51859 -3.60017 1.58041
C1 3.37814 4.33414 3.63123
C2 -1.33934 -4.97134 -1.89289
C3 1.68819 -4.20835 1.19260
C4 1.12239 -3.25180 -2.95193
C5 -0.63851 -5.84100 1.98696
C6 1.69937 2.75544 4.81643
C7 -0.49580 -2.03670 -4.46540
C8 -3.98523 -0.87246 0.64007
C9 -3.21705 1.25688 0.34921
C10 0.86922 2.20473 3.61322
C11 -1.36263 -3.57637 -2.56891
C12 1.91447 -2.09918 0.79199
C13 -3.52346 0.59302 2.78776
C14 -4.87786 1.18974 3.22860
C15 -3.35081 1.37590 -2.06938
C16 2.71265 4.70661 5.91250
C17 0.95307 5.10504 4.19891
C18 -0.43539 -4.54998 -4.68269
C19 3.91679 -3.60455 0.13639
C20 0.66581 -2.28911 1.31733
C21 -3.87371 -0.63391 -0.70348
C22 -0.63537 -4.28363 2.13905
B1 0.07118 2.12415 -5.58164
B2 1.95268 4.58195 -0.95657
B3 3.25825 0.38366 -2.49429
H1 -1.81807 -5.83740 -2.34990
H2 1.28259 6.14401 4.19106
H3 -0.67049 -6.18507 0.95317
H4 0.14568 -1.98947 -5.34539
H5 2.35716 -1.20256 0.38397
H6 1.14771 -2.38737 -2.28844
H7 -4.17221 -1.28609 -1.51092
H8 -2.66057 1.21899 3.01507
H9 -4.31012 -1.79391 1.10028
H10 0.89162 2.09542 1.63881
H11 3.78706 5.34281 3.69017
H12 1.03194 4.15143 -0.59444
H13 -5.27085 0.87179 4.19430
H14 3.33781 3.88801 6.26910
H15 -0.15822 -1.62900 1.54457
H16 -2.34624 -5.62178 -0.40033
H17 4.58748 -3.80587 0.97169
H18 -5.70880 0.86068 2.60463
H19 -2.76163 2.24375 -1.77307
H20 -2.87431 0.65843 -2.73741
H21 4.04071 3.53742 3.96939
H22 0.13291 -6.39050 2.52645
H23 3.13139 4.24845 2.57299
H24 -3.28877 -0.34308 3.29445
H25 -0.21889 -5.54767 -4.30080
H26 -4.80223 2.27666 3.25970
H27 2.54346 2.10403 5.04286
H28 0.68978 1.17439 3.92030
H29 1.81131 -3.23180 -3.79638
H30 -0.34110 -5.31981 -1.62796
H31 -4.36007 1.57817 -2.42795
H32 1.03585 2.79800 5.68017
H33 2.45691 5.19131 -0.22262
H34 0.72601 4.75346 3.19246
H35 1.85682 -5.26779 1.06799
H36 -1.10163 -2.71345 -1.95626
H37 1.83684 4.78962 6.55606
H38 -1.56453 -3.89398 1.72318
H39 1.75508 5.21954 -1.80431
H40 0.14394 4.94745 4.91204
H41 -0.66075 -3.96770 3.18194
H42 -0.17452 -1.16703 -3.89221
H43 2.57954 3.77684 -1.30740
H44 -1.53117 -1.94591 -4.79379
H45 4.29774 -2.68242 -0.30253
H46 -1.49653 -4.51894 -4.92994
H47 -2.32374 -3.33729 -3.02410
H48 0.24672 -4.44391 -5.52623
H49 -0.06365 2.73552 3.42321
H50 -2.82315 2.24280 0.54718
H51 3.28328 5.60430 5.67459
H52 -1.54022 -6.30533 2.38623
H53 3.79978 -4.30698 -0.68885
H54 1.27727 -4.13885 -2.33772

Löwdin atomic charge list, values in e, 2 entries:
1. Mn 1.01
2. F 0.10


# C22H54BrClO15P6

A 3-piece molecular cluster, C22H54BrClO15P6 overall (ωB97M-V/def2-TZVPD, OMol25).

- LUMO energy: -0.0721 Ha
- Structure (SMILES): CC(=O)OCCCCCCCC[PH](P(O)Cl)(P(O)Br)P(=O)(O)O.CCOP(=O)(OCC)OCC.CCOP(=O)(OCC)OCC
- HOMO-LUMO gap: 5.5039 eV
- Largest force on an atom: 0.1856 Eh/bohr

Geometry (Å):
Br1 4.04149 2.19098 -2.91668
Cl1 4.20502 1.80087 2.90107
P1 4.69986 0.12757 -0.06608
P2 2.55139 0.49052 -0.00231
P3 -7.54099 4.01086 3.51745
P4 2.51733 0.64226 2.20887
P5 2.55205 0.56418 -2.21086
P6 8.65211 -4.20219 -4.00491
O1 0.99620 1.17985 -2.80692
O2 8.76566 -5.74474 -4.62826
O3 2.64837 -0.96175 2.92342
O4 -7.66123 5.65878 3.74291
O5 7.90824 -4.66896 -2.72976
O6 -3.98014 -2.80605 1.60112
O7 5.06654 -0.76096 -1.56013
O8 -8.83489 3.88311 2.49059
O9 5.60462 1.42443 -0.03105
O10 7.27304 -3.78705 -4.82391
O11 9.48328 -3.68065 -5.42971
O12 5.18995 -0.96855 1.23961
O13 -1.56176 -2.83000 1.26742
O14 -6.49246 4.14547 2.38621
O15 -8.71256 3.86047 4.78145
C1 -8.46107 4.48370 6.03022
C2 -4.39969 -0.56841 0.36311
C3 7.86078 -7.68076 -3.53753
C4 10.72294 -4.28363 -5.76252
C5 -3.00187 0.12677 0.95482
C6 1.67959 2.19188 -0.03399
C7 9.09302 -6.82661 -3.76796
C8 -0.70799 3.15303 0.98080
C9 -9.46298 5.61004 6.22692
C10 6.61848 -2.58575 -4.47413
C11 -6.44025 7.26313 2.44218
C12 -2.67550 -3.48421 1.65099
C13 7.29239 -1.40227 -5.13737
C14 -9.04451 2.65747 1.82144
C15 -6.48614 6.45665 3.72614
C16 -9.74934 1.67125 2.72988
C17 -2.13915 2.65671 1.64732
C18 -3.07654 1.76589 0.63746
C19 10.54881 -5.09076 -7.03899
C20 -2.54935 -5.05505 2.17000
C21 -4.25097 -2.22910 0.26555
C22 0.07676 1.91392 0.23612
H1 1.69021 -0.69919 0.01398
H2 7.39725 -1.56920 -6.21516
H3 -9.33179 6.08805 7.20087
H4 -0.07158 0.96153 0.93997
H5 2.14780 2.81955 0.86736
H6 7.04252 -7.09464 -3.10628
H7 11.49532 -5.53597 -7.35550
H8 -2.75922 3.64121 1.90814
H9 -5.58482 5.84657 3.85077
H10 -10.02756 0.76794 2.18112
H11 9.86413 -7.42373 -4.26413
H12 6.71801 -0.48678 -4.97463
H13 10.16817 -4.45540 -7.84575
H14 11.10007 -4.90385 -4.94316
H15 -9.10276 1.38522 3.56437
H16 5.58472 -2.66233 -4.82412
H17 -1.98854 2.00335 2.63292
H18 9.52026 -6.47316 -2.82316
H19 -8.60005 3.73201 6.81260
H20 -4.62574 -0.06631 -0.67027
H21 -3.42775 -2.53324 -0.54164
H22 5.73943 -1.47560 -1.35863
H23 6.59050 -2.46433 -3.38430
H24 -0.94286 4.00157 0.18564
H25 -6.53368 7.13572 4.58286
H26 -2.95488 -0.10259 2.10822
H27 -10.48731 5.22955 6.15346
H28 -9.36279 6.37536 5.45113
H29 0.28005 0.48269 -2.68297
H30 -5.27291 -0.37814 1.11897
H31 -9.67093 2.86404 0.94855
H32 -5.53746 7.87795 2.39774
H33 -2.90766 2.01809 -0.49552
H34 -0.53869 1.67124 -0.74352
H35 -2.12324 -0.35028 0.33433
H36 -2.51970 -5.09883 3.34360
H37 -6.46382 6.61386 1.56074
H38 8.29916 -1.25653 -4.73556
H39 1.89927 2.83246 -1.00070
H40 -0.10316 3.66198 1.84951
H41 -5.29545 -2.63259 -0.10651
H42 9.81684 -5.89376 -6.90853
H43 7.49171 -8.08142 -4.48789
H44 -7.31558 7.91796 2.37202
H45 2.77784 -0.75376 3.91570
H46 5.00652 -1.88347 0.82408
H47 -1.56432 -5.54143 1.76222
H48 -8.09397 2.24885 1.45709
H49 8.08231 -8.51531 -2.86712
H50 -7.43042 4.84635 6.09715
H51 -10.65238 2.11755 3.16094
H52 -4.20435 2.06335 0.88547
H53 11.44832 -3.48309 -5.93403
H54 -3.48364 -5.70142 1.80758

Löwdin atomic charge list, values in e, 2 entries:
1. Br 0.25
2. Cl 0.13